12 unconnected molecules or ions with the total composition C32H96N6O12P2S10, computed with ωB97M-V/def2-TZVPD.

Properties
HOMO-LUMO gap: 8.5 eV
energy: -195173.4987 eV
energy above the lowest of the compared OMol25 structures with the same formula, charge and spin: 0.0 kcal per mole
maximum force: 4.1 eV/A

Last column: Löwdin charge in e.
Positions of all 158 atoms, in Å:
H (1.152478, 3.247264, -3.382270)  0.073
S (3.703348, 4.322634, 1.775800)  0.806
H (-2.826882, -1.267606, 3.121710)  0.044
N (-2.712372, -3.994656, -0.574730)  -0.305
H (-1.689832, -5.809706, 3.800190)  0.048
H (2.177288, 5.336624, -2.320710)  0.082
C (4.228118, 5.746644, 2.754330)  -0.261
H (-4.986312, 2.739894, -5.613980)  0.052
H (-2.517942, 2.660794, 0.237910)  0.048
O (4.742528, 3.255434, 1.942810)  -0.571
O (-4.698822, -0.004676, -4.126750)  -0.585
H (-1.512482, -4.262476, 2.011850)  0.030
S (1.066318, 0.481034, 5.032890)  0.815
H (0.604288, 1.653474, 1.267030)  0.051
H (0.015568, -6.058366, 4.367910)  0.040
C (4.011388, -2.087686, -4.916420)  -0.262
H (-5.370882, -5.004636, -3.447020)  0.083
S (0.166598, -0.460116, 0.106620)  0.826
S (4.603138, -4.186326, -0.714240)  0.850
H (-4.326722, -2.565346, -0.271560)  0.075
O (4.868438, -1.835856, 4.510410)  -0.570
H (-1.475592, -0.466236, 3.860170)  -0.002
C (1.976588, -0.752756, 6.117780)  -0.206
H (-1.549852, 7.986194, -3.694860)  0.075
O (2.307618, -0.001406, -5.079220)  -0.618
H (1.083198, -1.533626, -2.645300)  0.011
C (5.676358, 3.044724, -1.351260)  -0.245
H (2.143188, -0.254306, 7.072710)  0.056
C (-4.201012, 1.014874, 1.829850)  -0.259
H (4.868778, -1.913356, -1.474530)  0.039
H (-0.600142, 3.175794, -3.535680)  0.038
C (0.249268, 3.853584, -3.450750)  -0.126
H (6.473318, 2.684194, -2.001630)  0.058
H (4.695538, 2.460774, -3.716920)  0.052
C (3.006438, -2.488646, 2.826140)  -0.269
H (4.255758, 5.567044, 3.829080)  0.059
H (-3.343002, -2.214526, -1.541930)  0.076
H (3.522698, -1.955336, -0.314890)  0.018
H (-1.155162, 1.207114, 5.580260)  0.028
H (3.809048, 0.312344, 1.702470)  0.011
H (-0.494862, -2.805356, 1.892600)  0.027
C (-0.641632, 4.910004, 0.881510)  -0.114
H (-1.646772, -0.168246, -4.033980)  0.041
H (-1.692382, -0.317366, 2.124500)  0.010
H (-6.300062, -5.171176, -2.078420)  0.056
O (1.000388, -1.709176, -0.033750)  -0.551
H (-4.875462, -7.864356, -1.915480)  0.072
H (6.838618, -3.852856, -0.399640)  0.042
H (4.563158, 0.743554, -3.301030)  0.036
H (5.123848, 6.271794, 2.422700)  0.056
H (3.424778, 6.467754, 2.603520)  0.043
S (-3.179922, 1.165964, 3.334430)  0.852
C (6.322008, -4.300326, -1.248750)  -0.270
H (6.456848, -3.615496, -2.085960)  0.052
O (1.721378, 1.821064, 5.275440)  -0.551
H (-6.805022, -5.815466, 1.397300)  0.085
H (-0.417632, 5.973734, 0.801490)  0.072
C (-4.650062, -4.401816, 1.911500)  -0.108
H (-0.878602, -4.985376, -0.773810)  0.080
O (3.822018, -4.547106, -1.984750)  -0.596
H (-0.872362, -0.466236, 6.128220)  0.045
H (6.758348, -5.295686, -1.332170)  0.057
H (0.276558, 4.415954, -4.384070)  0.083
H (5.301278, 4.019514, -1.663020)  0.043
C (-0.845672, 7.811924, -2.881320)  -0.104
N (-4.248312, -5.764456, -1.802740)  -0.279
H (4.832848, 0.841694, 2.995190)  0.053
C (4.526398, -2.324836, -0.525030)  -0.259
H (-0.578692, 8.778714, -2.454540)  0.072
O (-1.639402, -2.834136, 4.472410)  -0.609
H (3.123528, 1.654394, -3.530220)  0.006
C (-6.086342, -6.021616, 0.604140)  -0.090
C (1.019318, 0.645604, 1.273700)  -0.238
C (-3.276802, -2.659196, -0.548970)  -0.129
H (2.034378, 2.703194, 2.312240)  0.017
H (-4.624962, -5.087896, 2.758120)  0.081
H (3.175718, 0.310934, 3.380700)  0.002
C (-2.124962, 0.809114, -4.098810)  -0.267
N (-1.596522, 4.604474, -0.205240)  -0.279
H (-0.287152, 1.452734, -1.488160)  0.051
H (0.180418, -4.561306, 1.977620)  0.065
C (-2.224192, -0.360586, 3.074980)  -0.273
H (2.896678, -1.047456, 5.613120)  0.013
H (1.080928, 0.353914, 2.322140)  0.009
O (-2.757772, -6.526446, 0.329270)  -0.295
H (-3.678812, 1.080934, 0.875370)  0.038
H (2.298708, -2.763626, -2.769740)  0.034
O (-2.602652, 4.689974, -2.660760)  -0.329
H (-4.183452, -7.344216, -3.405630)  0.071
P (-3.577122, -5.475376, -0.324890)  0.530
H (5.130218, -2.006606, 0.324810)  0.020
H (-3.084392, 4.166624, 1.168900)  0.075
O (4.408178, 0.684844, -0.696890)  -0.581
P (-1.466082, 5.214754, -1.801710)  0.626
N (0.090388, 4.659244, -2.266090)  -0.285
H (4.445368, -2.438936, -5.852570)  0.053
C (2.344998, 3.623894, 2.806130)  -0.214
H (1.455998, 4.243014, 2.685870)  0.036
C (-2.502612, 7.713784, -1.084260)  -0.115
H (0.318718, 4.398144, 0.819590)  0.035
H (-2.910602, 7.138804, -0.252960)  0.069
H (-3.546582, 3.819634, -0.538790)  0.066
H (2.817748, -1.097756, -2.537790)  0.034
H (-3.084492, -7.498646, -2.192520)  0.071
H (-5.219822, -3.840206, -2.106220)  0.074
H (-5.376142, -3.619736, 2.133410)  0.074
H (-0.241352, -0.071216, -2.286490)  0.022
H (2.705868, 3.627084, 3.834660)  0.053
H (2.629518, -2.616056, 1.811350)  0.028
C (4.135148, 1.731614, -3.131770)  -0.237
H (1.282568, 0.580054, -1.738120)  0.036
C (0.227388, 0.491854, -1.479440)  -0.214
H (4.618568, -1.362566, -4.374540)  0.043
C (2.081888, -1.729076, -3.035830)  -0.245
H (-2.620002, -2.043966, 0.066020)  0.058
H (0.070088, 7.470874, -3.364200)  0.066
H (-4.861482, 1.881894, 1.817630)  0.048
H (-0.277112, 0.929064, 7.068080)  0.064
C (-0.555532, -3.819436, 2.287640)  -0.248
S (-3.680312, 0.622504, -5.063270)  0.836
H (-0.768472, -3.249156, -1.028100)  0.055
H (-3.193212, 2.775364, -6.049630)  0.049
H (-6.633722, -5.817826, -0.316160)  0.050
H (3.011998, -3.466836, 3.307000)  0.056
N (-1.362542, 6.963764, -1.731000)  -0.284
H (-3.747952, -3.790016, 1.911930)  0.046
O (-2.218232, 2.302634, 3.085930)  -0.579
H (1.653218, 4.509484, -0.794290)  0.033
C (-0.447232, 0.535504, 6.065940)  -0.247
C (-4.122042, -7.193256, -2.327890)  -0.075
H (-4.766452, 0.083034, 1.837660)  0.050
H (1.158678, 6.075824, -1.049610)  0.062
H (1.375858, -1.618026, 6.398000)  0.047
C (-5.285042, -4.896836, -2.365770)  -0.106
H (2.168868, -2.053826, 3.371570)  0.016
H (-3.824572, 3.011854, -4.450090)  0.026
C (-1.400042, -4.122866, -1.188880)  -0.105
S (4.592778, -1.642566, 3.037680)  0.850
H (-5.748702, -7.057506, 0.636210)  0.080
H (-2.368512, 1.238674, -3.127070)  0.047
C (4.045998, 0.128234, 2.750360)  -0.212
H (-2.175912, 8.654334, -0.640710)  0.072
H (2.019658, 0.636714, 0.840870)  0.025
C (-2.774442, 3.720094, 0.224100)  -0.076
S (-0.373942, -3.671526, 4.106500)  0.873
C (-3.969772, 2.436044, -5.364120)  -0.247
H (6.060048, 3.095014, -0.332260)  0.033
C (1.364538, 5.166674, -1.614560)  -0.090
N (-4.929002, -5.099546, 0.620220)  -0.288
H (-3.295032, 7.996884, -1.777090)  0.077
C (-0.896682, -5.469936, 4.466190)  -0.213
H (-1.606472, -4.221976, -2.254550)  0.081
H (-1.220942, -5.664016, 5.488580)  0.047
H (-1.474912, 1.610414, -4.450170)  0.034
H (-1.060602, 4.710924, 1.867880)  0.080
S (4.104648, 2.059134, -1.295490)  0.839
H (4.073308, -3.046016, -4.400800)  0.036
S (2.267888, -1.554906, -4.883570)  0.892

Force components x, y, z for each atom (eV/Å):
H 0.1 0.0 0.1
S 0.3 -1.0 0.4
H -0.2 0.2 0.0
N -1.3 -1.2 1.8
H 0.2 0.3 -0.2
H -0.2 -0.1 -0.1
C -1.1 0.6 0.4
H 0.0 -0.8 -0.7
H 0.3 0.2 0.5
O 0.2 0.2 -0.5
O 1.0 1.1 -0.7
H -0.2 0.2 0.4
S 0.1 0.3 2.3
H -0.3 -0.1 -0.4
H 0.0 -0.1 -0.4
C 0.0 -1.1 0.6
H 0.7 0.1 -0.1
S -1.5 -0.4 0.3
S -1.0 0.0 -1.7
H 0.1 -0.6 0.8
O -0.1 0.5 -0.8
H -0.3 0.2 0.0
C -0.6 0.6 -0.1
H -0.4 -0.2 0.2
O -0.2 -2.6 0.0
H 0.2 0.1 -0.7
C -0.7 -0.1 0.7
H 0.4 0.4 -0.2
C -0.3 0.3 -0.1
H 0.1 0.1 0.2
H 0.1 0.0 0.0
C -0.4 -0.4 -0.2
H -0.4 -0.3 -0.2
H -0.1 0.2 0.3
C -1.2 -0.2 0.0
H 0.2 -0.4 -0.1
H 0.5 0.1 -0.5
H -0.3 -0.5 -0.2
H 0.1 0.0 -0.2
H 0.1 -0.4 -0.1
H 0.5 -0.3 -0.2
C -0.3 0.6 -0.9
H 0.0 0.2 -0.1
H -0.2 0.2 -0.2
H -0.1 -0.3 0.5
O 0.1 0.9 -0.1
H 0.3 -0.1 0.4
H 0.4 0.2 0.1
H 0.2 0.1 0.4
H 0.1 -0.7 -0.3
H -0.2 0.2 0.0
S 0.8 -0.2 -1.1
C 0.3 1.2 1.3
H 0.0 -0.5 -0.3
O -0.2 -1.0 -0.5
H 0.4 0.1 0.3
H 0.1 0.2 0.3
C -0.4 0.0 -0.4
H 0.0 -0.1 -0.3
O 0.5 0.6 1.4
H 0.0 -0.1 -0.1
H -0.7 0.0 -0.4
H 0.2 0.2 -0.1
H 0.3 0.2 -0.1
C 0.1 -0.6 0.9
N -0.1 -2.3 -1.5
H 0.2 -0.4 0.2
C 0.3 -0.8 -0.2
H -0.2 0.1 0.1
O 2.3 -1.0 -0.1
H -0.1 0.1 0.1
C 0.6 0.7 -0.6
C 0.7 0.3 -1.2
C 0.0 0.0 -0.6
H 0.8 -0.2 0.5
H 0.1 -0.1 0.0
H 0.1 0.0 0.0
C -0.6 0.8 0.2
N -1.0 -0.2 -0.1
H 0.1 0.1 0.7
H 0.4 0.5 -0.5
C 0.2 0.1 0.1
H 0.1 0.1 0.2
H -0.5 -0.7 -0.3
O 0.1 0.2 -1.1
H 0.6 -0.2 0.3
H 0.2 -0.1 -0.1
O 2.0 0.5 1.2
H -0.5 1.0 -0.3
P -0.1 1.9 1.0
H 0.4 -0.1 -0.2
H -0.2 -0.7 0.1
O -0.6 1.3 -0.4
P -0.4 -0.4 0.0
N 0.3 1.7 0.7
H -0.4 1.1 -0.6
C 0.0 1.7 -0.7
H 0.0 0.4 0.4
C 0.7 -0.7 0.1
H -0.1 -0.4 -0.2
H -0.1 -0.2 -0.2
H -0.1 0.2 0.1
H 0.0 0.2 -0.2
H -0.3 -0.3 0.9
H 0.6 -0.2 0.0
H -0.7 -0.3 -0.2
H -0.1 -0.4 0.5
H -0.3 -0.7 -0.2
H 0.4 0.2 -0.3
C -0.6 0.0 0.1
H 0.0 0.3 0.0
C 0.8 -0.1 0.3
H 0.0 0.1 -0.3
C 0.3 -0.8 -0.6
H -0.2 0.4 0.2
H 0.0 -0.6 0.4
H -0.2 -0.1 0.3
H 0.5 -0.1 -0.1
C 0.1 -0.6 0.8
S -0.5 -0.1 0.3
H -0.1 0.1 0.2
H -0.3 -0.2 -0.3
H -0.1 -0.4 0.0
H 0.9 -0.2 -0.2
N -0.3 0.0 -0.4
H 0.4 -0.6 -0.4
O -0.4 -0.5 0.2
H 0.4 -0.5 -0.4
C -0.1 -0.2 -0.4
C 0.2 1.1 0.0
H -0.1 0.1 0.2
H -0.1 0.4 -0.5
H -0.2 -0.1 -0.6
C -0.6 -0.4 -0.3
H 0.2 0.9 0.1
H 0.4 -0.2 0.4
C -0.6 -0.1 -0.2
S -0.4 0.4 0.8
H -0.2 -0.1 0.1
H -0.5 -0.6 0.3
C 0.0 -0.7 0.2
H 0.5 0.0 -0.1
H 0.3 0.4 0.2
C 1.1 1.7 -1.4
S -4.1 -0.5 0.0
C 0.2 0.1 1.4
H -0.2 0.1 0.1
C -1.7 -0.2 0.4
N 0.6 1.5 0.9
H -0.1 -0.4 -0.2
C 0.9 0.5 0.0
H 0.7 -0.2 -0.4
H 0.0 0.8 0.1
H 0.1 -0.5 -0.9
H -0.2 -0.1 -0.2
S 2.0 -1.6 -1.0
H -0.3 0.0 0.8
S 0.5 2.8 1.0